1.
21
Properties=species:S:1:pos:R:3:lowdin_charge:R:1 method="wB97M-V/def2-TZVPD" relative_energy_kj_mol=163.6 spin_multiplicity=1 smiles="CCCc1cc(C(=O)O)n[nH]1" orbital_gap_ev=10.203 e_lumo_ev=0.544 max_force_ha_per_bohr=0.0834 energy_ev=-14495.361
C 2.4430 1.5369 0.0517 -0.09
C 2.3553 0.0234 0.4601 -0.28
C 1.4660 -0.8082 -0.3482 -0.19
C 0.0089 -0.6780 -0.2315 -0.25
C -0.8133 0.4931 -0.1651 0.10
C -2.1409 -0.0935 -0.0730 -0.19
C -3.4280 0.5801 -0.0618 -0.52
O -3.6844 1.7347 -0.3110 0.12
O -4.3987 -0.1832 0.4214 0.11
N -2.1311 -1.4480 0.0536 0.11
N -0.7904 -1.7272 -0.1789 0.05
H 3.2048 1.5491 -0.7264 0.07
H 2.6139 2.1500 0.9702 0.09
H 1.4875 1.8496 -0.4183 0.05
H 3.4974 -0.3200 0.4294 0.15
H 1.9890 0.0569 1.4694 0.09
H 1.5394 -1.8873 -0.1192 0.12
H 1.8405 -0.5544 -1.3927 0.15
H -0.4820 1.4881 -0.0890 0.09
H -4.0023 -1.0974 0.3590 0.11
H -0.5746 -2.6649 -0.0998 0.13

***

2.
21
Properties=species:S:1:pos:R:3:lowdin_charge:R:1 method="wB97M-V/def2-TZVPD" relative_energy_kj_mol=153.0 spin_multiplicity=1 smiles="CN(C)CN1C(=O)C=CC1=O" orbital_gap_ev=7.209 e_lumo_ev=-0.942 max_force_ha_per_bohr=0.0445 energy_ev=-14495.471
C 1.4459 0.7446 -0.8628 -0.07
N 1.0586 0.5078 0.4907 -0.27
C 0.3566 1.5664 1.1346 -0.08
C 1.6622 -0.5325 1.1689 -0.14
N 3.0894 -0.3144 1.5243 0.05
C 4.0498 -1.1595 0.9651 -0.41
O 3.8385 -1.9019 0.0117 0.10
C 5.2496 -0.8991 1.7579 0.05
C 5.0402 0.1767 2.5481 0.06
C 3.6638 0.6829 2.3354 -0.36
O 3.1391 1.7329 2.7006 0.10
H 1.0114 1.6945 -1.1779 0.08
H 2.5379 0.7613 -0.9328 0.08
H 1.1061 -0.0493 -1.5351 0.09
H 0.1338 2.3207 0.3783 0.08
H -0.5834 1.2538 1.5901 0.08
H 0.9635 1.9989 1.9288 0.06
H 1.0969 -0.8035 2.0757 0.15
H 1.7253 -1.4053 0.4893 0.13
H 6.1019 -1.5482 1.6408 0.12
H 5.7201 0.6496 3.2391 0.12

***

3.
23
Properties=species:S:1:pos:R:3:lowdin_charge:R:1 method="wB97M-V/def2-TZVPD" relative_energy_kj_mol=434.0 spin_multiplicity=1 orbital_gap_ev=9.090 e_lumo_ev=0.211 max_force_ha_per_bohr=0.1027 energy_ev=-36161.607
C 3.9012 0.3252 0.5687 -0.24
C 2.5119 -0.1363 0.8955 -0.68
C 0.2275 -0.0692 1.6552 -0.37
C -0.2529 -1.3368 0.8757 -0.48
C -1.9528 -0.3515 -0.6894 -0.58
C -3.5768 0.4364 -2.1384 -0.21
C -3.0806 1.7386 -1.7710 -0.37
H 5.4808 -0.8160 0.4560 0.00
H 3.6679 0.9288 -0.6329 0.18
H 4.3881 1.1106 1.5801 0.20
H 2.1623 -1.1462 0.5970 0.08
H 2.2727 -0.2679 2.1193 0.11
H -0.6953 0.5426 1.8218 0.06
H 0.8230 -0.2776 2.6912 0.14
H -1.3945 -2.2354 -0.4463 0.18
H -4.4542 0.3600 -2.8213 0.10
H -3.1312 2.6604 -2.3646 0.06
N -1.3623 -1.3467 0.0930 0.10
N -3.0026 -0.7390 -1.4872 0.02
O 4.6746 -1.0144 0.8166 -0.09
O 0.4522 -2.3761 1.0695 0.01
S 1.2639 0.9503 0.4935 0.83
S -1.6543 1.3763 -0.7878 0.95

***

4.
20
Properties=species:S:1:pos:R:3:lowdin_charge:R:1 method="wB97M-V/def2-TZVPD" relative_energy_kj_mol=354.0 spin_multiplicity=1 orbital_gap_ev=8.410 e_lumo_ev=-4.267 max_force_ha_per_bohr=0.0878 total_charge=+1 energy_ev=-11881.345
C 1.0495 1.7665 -1.2404 -0.23
C 0.9292 -0.6590 -1.1257 -0.07
C 0.2650 -1.6097 -0.5330 -0.25
C -0.8376 -0.2931 1.1529 0.03
C 0.3206 -3.0900 -0.8954 -0.03
C -1.0896 2.2030 1.3923 -0.05
C -0.6794 0.7813 1.8363 -0.04
N 1.1002 2.9460 -1.4745 0.24
N 0.6878 0.6620 -0.8651 0.10
N -0.7661 -1.3605 0.4676 0.16
H 1.7896 -0.7800 -1.7981 0.16
H -0.6040 -3.5571 -1.0308 0.05
H 0.9162 -3.3406 -1.7964 0.10
H 0.9668 -3.6867 -0.0903 0.14
H -1.5713 2.2317 0.3908 0.09
H -0.2296 2.8104 1.3794 0.05
H -1.9482 2.6328 2.0370 0.12
H -0.2156 0.6877 2.8313 0.15
H 1.3750 3.8021 -1.1194 0.07
H -1.4585 -2.1468 0.4817 0.20

***

5.
20
Properties=species:S:1:pos:R:3:lowdin_charge:R:1 method="wB97M-V/def2-TZVPD" relative_energy_kj_mol=526.3 spin_multiplicity=1 orbital_gap_ev=8.730 e_lumo_ev=-3.871 max_force_ha_per_bohr=0.0625 total_charge=+1 energy_ev=-11879.559
C 2.4005 -0.3307 -0.7028 0.00
N 1.5476 -0.1693 0.5231 -0.14
C 1.0309 1.3097 0.7286 -0.11
N 0.0615 1.5782 -0.2766 0.09
C -1.1606 1.4076 -0.1501 -0.08
C -2.3877 1.0588 0.0584 0.00
C -2.7195 -0.4850 0.0751 -0.02
C -1.8372 -1.4884 -0.0569 -0.08
C -0.4049 -1.2653 -0.2281 -0.09
N 0.4438 -1.0167 0.7401 0.11
H 1.8913 -0.1411 -1.6615 0.10
H 3.2629 0.3386 -0.7092 0.10
H 2.7716 -1.4493 -0.7846 0.15
H 2.1698 -0.2117 1.4379 0.24
H 1.8412 2.0438 0.6647 0.14
H 0.5558 1.5573 1.6912 0.15
H -3.1957 1.7567 0.1849 0.11
H -3.7119 -0.8718 0.1513 0.10
H -2.3079 -2.4036 -0.4359 0.13
H -0.2514 -1.2178 -1.2495 0.11

***

6.
21
Properties=species:S:1:pos:R:3:lowdin_charge:R:1 method="wB97M-V/def2-TZVPD" relative_energy_kj_mol=291.9 spin_multiplicity=1 orbital_gap_ev=10.260 e_lumo_ev=0.823 max_force_ha_per_bohr=0.0968 energy_ev=-13378.830
C -2.1014 1.0251 0.9279 -0.18
C -0.5950 -0.1640 0.2824 -0.34
C 0.8026 -0.8327 0.2231 -0.26
C 3.1996 0.0932 0.5749 -0.12
C 3.0912 -0.2825 -0.8813 -0.09
C 1.8490 0.2015 -0.0450 -0.20
C -3.9038 0.3867 -0.6464 0.00
N -0.8477 0.8117 1.1742 0.15
N -1.5635 -0.5597 -0.5046 0.17
N 0.9385 -2.0774 0.3963 0.19
N -2.5415 0.2586 -0.0791 -0.18
H -2.6749 1.9092 1.2176 0.13
H 3.4165 -0.6525 1.3314 0.11
H 3.6027 1.0627 0.8200 0.10
H 3.4963 0.3110 -1.6136 0.05
H 3.4697 -1.3643 -1.0821 0.13
H 1.4250 1.0457 -0.4191 0.10
H -3.9656 0.9128 -1.5144 0.04
H -4.3616 -0.6094 -0.7980 0.09
H -4.5446 0.9520 0.1650 0.13
H 1.8085 -2.4278 0.4710 -0.01

***

7.
23
Properties=species:S:1:pos:R:3:lowdin_charge:R:1 method="wB97M-V/def2-TZVPD" relative_energy_kj_mol=905.2 spin_multiplicity=1 smiles="C=Cc1nnc(OC[C@@H](C)O)nn1" orbital_gap_ev=8.596 e_lumo_ev=-1.083 max_force_ha_per_bohr=0.0946 energy_ev=-17467.836
C 3.8925 2.0494 -0.4046 -0.02
C 4.0765 0.5452 -0.4965 -0.08
C 2.6408 -0.3160 -0.3745 -0.23
N 2.0461 -0.2706 0.9261 0.06
N 0.9064 -0.9027 1.0104 0.09
C 0.4873 -1.5114 -0.2183 -0.21
O -0.8516 -2.1967 -0.1369 -0.12
C -1.8922 -1.1937 -0.4900 -0.14
C -2.3346 -0.2305 0.7784 -0.35
C -3.2371 1.0351 0.1607 -0.09
O -3.1055 -0.9823 1.8220 -0.11
N 1.1059 -1.5914 -1.5094 0.09
N 2.2453 -0.9583 -1.5904 0.06
H 4.6141 2.8315 -0.8915 0.06
H 2.9135 2.4428 0.1518 0.07
H 5.1218 0.0361 -0.6469 0.10
H -2.9027 -1.6982 -0.8748 0.16
H -1.4320 -0.5345 -1.3519 0.13
H -1.4323 0.2791 1.3301 0.13
H -2.4793 1.7079 -0.4665 0.09
H -3.6529 1.6409 1.0908 0.09
H -4.0950 0.5837 -0.5176 0.09
H -2.6348 -0.7654 2.6995 0.12

***

8.
22
Properties=species:S:1:pos:R:3:lowdin_charge:R:1 method="wB97M-V/def2-TZVPD" relative_energy_kj_mol=716.5 spin_multiplicity=1 orbital_gap_ev="8.102 / 8.101" e_lumo_ev="-5.212 / -5.212" max_force_ha_per_bohr=0.0879 total_charge=+1 energy_ev=-14857.665
C -1.5628 -0.8961 -0.7345 -0.02
C -1.1030 -0.8433 0.7470 -0.25
C 0.2635 -1.2122 0.5536 -0.20
N 1.3469 -1.5022 0.3258 0.20
C -1.0359 0.5514 1.4389 0.02
C -0.5371 1.6794 0.9262 -0.08
C -0.1082 2.0803 -0.3899 -0.02
C 1.1151 1.9114 -0.9386 -0.06
N 2.0267 1.2474 -0.2016 0.15
N 2.8184 0.4022 -0.3012 0.04
N 3.8750 -0.0285 0.0072 0.07
N 4.1904 -1.2577 0.1891 0.10
H -0.8860 -1.4696 -1.2260 0.03
H -1.5338 0.0996 -1.2191 0.09
H -2.5774 -1.4420 -0.7722 0.13
H -1.5010 -1.6723 1.2773 0.14
H -1.2526 0.6681 2.3957 0.07
H -0.5981 2.4969 1.5256 0.10
H -0.8922 2.6375 -0.9865 0.16
H 1.5519 2.2168 -1.8279 0.11
H 5.0238 -1.6770 -0.1843 0.13
H 3.5522 -2.0359 0.1188 0.09

***

9.
19
Properties=species:S:1:pos:R:3:lowdin_charge:R:1 method="wB97M-V/def2-TZVPD" relative_energy_kj_mol=361.1 spin_multiplicity=1 orbital_gap_ev=7.920 e_lumo_ev=-6.096 max_force_ha_per_bohr=0.0845 total_charge=+1 energy_ev=-10947.733
C -1.4742 -0.2086 -2.3792 -0.11
C 1.1402 -0.2351 1.6040 0.03
C 0.1835 0.6589 1.2420 -0.02
C -0.1841 -0.5550 -2.2915 0.05
C 2.3937 0.0299 2.3124 -0.25
C -0.9344 0.1618 0.5288 -0.02
C -2.4370 0.4623 -1.3440 -0.09
N 3.4390 -0.5158 1.9881 0.14
O -1.6064 0.8992 -0.3095 0.02
H -2.0444 -0.4174 -3.2268 0.09
H 0.2848 -0.1389 -1.3469 0.06
H 0.9047 -1.2641 1.2040 0.15
H 0.1594 1.6637 1.5397 0.13
H 0.4850 -0.8803 -3.1159 0.10
H 2.4232 0.6528 3.2208 0.14
H -1.1146 -0.9401 0.5804 0.18
H -2.8346 1.3502 -1.7630 0.14
H -3.0573 -0.3849 -1.0608 0.15
H 4.2734 -0.3387 2.6176 0.11

***

10.
20
Properties=species:S:1:pos:R:3:lowdin_charge:R:1 method="wB97M-V/def2-TZVPD" relative_energy_kj_mol=874.6 spin_multiplicity=1 orbital_gap_ev="7.323 / 7.321" e_lumo_ev="-5.318 / -5.319" max_force_ha_per_bohr=0.1153 total_charge=+1 energy_ev=-12989.742
C 1.2284 -0.8463 1.2518 -0.06
C 2.9714 0.2838 -0.0980 0.06
C -0.2640 -1.9538 -0.2057 0.08
C 4.2687 0.6106 -0.6143 0.01
C -2.1745 1.6070 0.8623 -0.04
C -1.5732 -1.5525 -0.8491 -0.07
C -2.4464 -0.6706 0.0790 -0.22
N 2.1521 -0.0876 0.6450 0.23
O 0.4259 -1.2514 0.4616 0.05
O -1.6488 0.4414 0.1761 -0.23
H 4.5318 1.6400 -0.3327 0.12
H 4.1554 0.7957 -1.7728 0.15
H 5.0474 -0.1373 -0.4420 0.12
H -3.1219 1.8679 0.3470 0.11
H -1.5495 2.4478 1.0614 0.09
H -2.6365 1.3738 1.7590 0.06
H -1.9490 -2.4882 -1.2520 0.11
H -1.2624 -0.9028 -1.7274 0.17
H -2.8701 -0.9047 1.0852 0.15
H -3.2849 -0.2730 -0.4344 0.11

***

11.
21
Properties=species:S:1:pos:R:3:lowdin_charge:R:1 method="wB97M-V/def2-TZVPD" relative_energy_kj_mol=224.3 spin_multiplicity=1 orbital_gap_ev="7.550 / 7.550" e_lumo_ev="-6.348 / -6.347" max_force_ha_per_bohr=0.0458 total_charge=+1 energy_ev=-23830.951
C -0.6039 -0.8277 0.5273 -0.40
C 0.7636 1.4891 0.4871 -0.34
C 1.5893 0.4350 -0.0836 -0.32
C -2.1363 -0.5021 1.1135 -0.11
C -2.9088 -0.5755 -0.0746 -0.40
C 2.8486 0.0837 0.6635 0.03
C 1.6045 0.2642 -1.5515 0.00
N 0.2065 0.2190 0.6223 0.20
O -0.4749 -1.9560 0.1199 0.13
O 0.4634 2.6059 0.6761 0.22
S -4.0967 0.5660 -0.4966 1.06
H -2.3676 -1.4430 1.7928 0.20
H -2.2249 0.4640 1.6149 0.12
H -2.8647 -1.5470 -0.5037 0.10
H 2.7505 -0.8039 1.2084 0.08
H 3.6884 0.0964 -0.0619 0.11
H 3.0703 0.6846 1.4938 0.08
H 2.5854 0.6265 -1.9673 0.12
H 1.4312 -0.8001 -1.8347 0.11
H 0.8371 0.8200 -2.0307 0.08
H -4.1613 0.1009 -1.7152 -0.08

***

12.
21
Properties=species:S:1:pos:R:3:lowdin_charge:R:1 method="wB97M-V/def2-TZVPD" relative_energy_kj_mol=252.5 spin_multiplicity=1 orbital_gap_ev=8.228 e_lumo_ev=3.025 max_force_ha_per_bohr=0.0962 total_charge=-1 energy_ev=-78350.643
C 3.1563 1.0016 -1.1936 -0.19
C 1.4865 -0.4428 -3.3070 -0.87
C -2.1759 -1.3783 2.1498 -0.10
C -1.8957 -0.2088 1.1500 -0.26
C -0.3796 0.1373 1.1152 -0.31
C 0.1820 1.3367 0.3019 -0.55
C 1.4503 0.0319 -1.8488 -0.37
N 3.9998 1.7747 -1.2008 -0.02
O 0.4569 -0.0423 -3.8396 -0.11
O 2.3291 -1.2645 -3.6254 -0.02
Se -0.0780 1.1046 -1.5671 1.06
H -1.5392 -2.1282 1.7785 0.05
H -3.1555 -1.6209 1.9661 0.02
H -2.0844 -1.0167 3.2632 0.11
H -2.0636 -0.3943 0.0918 0.08
H -2.4842 0.5847 1.5182 0.08
H 0.2158 -0.5967 0.6334 0.05
H 0.0145 0.2998 2.2232 0.14
H -0.2188 2.1742 0.7673 0.03
H 1.2390 1.5084 0.6658 0.08
H 1.5447 -0.8605 -1.0419 0.11